# 1
Computed, not measured: HO3S3 as an isolated structure, with wB97M-V/def2-TZVPD.

```
7
Properties=species:S:1:pos:R:3:forces:R:3:nbo_charge:R:1
O -0.997349 0.574256 -1.075871 0.0 -0.4 0.2 -1.00
O -1.048864 0.037389 1.368069 -0.1 0.2 -0.9 -0.86
O -3.014098 0.875588 0.217913 -0.4 0.1 0.5 -0.97
S 0.566284 -0.295442 1.141241 0.7 -0.3 2.3 0.24
S -2.387919 -1.842117 -0.391955 0.1 -0.2 0.0 -0.64
S -1.906940 0.015023 -0.085290 -0.4 0.5 -0.5 2.10
H 0.575928 -0.327962 -0.147903 0.0 0.1 -1.6 0.13
```
Positions in Å, forces in eV/Å.

Computed properties:
Energy relative to the best compared isomer or geometry (same formula, charge and spin) (kcal per mole): 26.8
Lowest unoccupied orbital energy (eV): 3.33
Net charge: -1

---

# 2
Computed, not measured: C32H37BaI2N3O6Sb2 as an isolated structure, with wB97M-V/def2-TZVPD.

```
83
Properties=species:S:1:pos:R:3:forces:R:3:mulliken_charge:R:1
Ba -1.663115 0.885496 -0.822006 0.2 0.6 -0.4 1.22
C -3.572116 -0.619984 2.922720 0.0 0.0 0.0 -1.36
Sb -1.814309 0.552209 2.648995 0.0 -0.1 0.2 0.74
C -2.051415 1.773279 4.392730 0.0 0.0 0.0 -1.41
C -0.443853 -0.905959 3.505968 0.0 0.0 0.0 -1.43
C 0.828833 -0.318060 4.035645 0.0 0.0 0.0 0.84
C 0.804663 0.291569 5.291931 0.0 0.0 0.0 -0.65
C 1.923064 0.895096 5.838761 0.0 0.0 0.0 -0.73
C 3.114631 0.891037 5.129351 0.0 0.0 0.0 -0.73
C 3.165385 0.264397 3.896806 0.0 0.0 0.0 -0.65
C 2.045817 -0.350092 3.333256 0.0 0.0 0.0 0.69
C 2.198464 -1.019244 2.003507 0.0 0.0 0.0 -1.45
Sb 1.584895 0.220141 0.321755 0.0 0.1 0.1 0.59
C 1.897024 2.139136 1.230428 0.1 0.0 0.0 -1.28
C 3.432667 0.190355 -0.740833 0.0 0.0 -0.1 -1.35
H -3.725290 -0.828583 3.981170 0.0 0.0 0.0 0.53
H -3.443908 -1.544748 2.363611 0.0 0.0 0.0 0.27
H -4.428619 -0.085359 2.515591 0.0 0.0 0.0 0.39
H -2.311783 1.158042 5.253295 0.0 0.0 0.0 0.38
H -2.857858 2.482693 4.208755 0.0 0.0 0.0 0.40
H -1.136823 2.324714 4.602657 0.0 0.0 0.0 0.38
H -0.286213 -1.651371 2.727061 0.0 0.0 0.0 0.27
H -1.009700 -1.380757 4.309409 0.0 0.0 0.0 0.73
H -0.121644 0.282732 5.853585 0.0 0.0 0.0 0.40
H 1.865772 1.358660 6.815091 0.0 0.0 0.0 0.41
H 4.001540 1.355985 5.539658 0.0 0.0 0.0 0.39
H 4.102416 0.234449 3.351293 0.0 0.0 0.0 0.41
H 1.613842 -1.936866 1.947262 0.0 0.0 0.0 0.37
H 3.243812 -1.276858 1.829194 0.0 0.0 0.0 0.78
H 2.897453 2.208197 1.656244 0.0 0.0 0.0 0.45
H 1.165121 2.309310 2.020143 0.0 0.0 0.0 0.26
H 1.771757 2.902546 0.461090 0.0 0.0 0.0 0.42
H 4.250039 0.459036 -0.072557 0.0 0.0 0.0 0.46
H 3.371036 0.908511 -1.558420 0.0 0.0 0.0 0.35
H 3.604625 -0.799330 -1.161301 0.0 0.0 0.0 0.30
O -5.453919 -3.000229 -3.142592 -0.1 0.0 0.0 -0.60
C -4.886569 -2.312983 -2.332922 0.2 0.1 -0.1 0.38
C -3.676524 -2.704749 -1.523541 -0.1 0.1 0.0 -0.21
O -3.121247 -3.805899 -1.582724 0.0 0.0 -0.1 -0.84
C -3.270320 -1.565964 -0.718892 0.0 -0.2 0.1 0.69
C -4.189833 -0.482406 -0.928485 -0.4 0.0 0.0 0.90
O -4.164346 0.661768 -0.386653 0.1 -0.2 0.0 -0.91
C -5.167747 -0.861367 -1.991346 0.0 0.0 0.1 0.05
O -5.985103 -0.134303 -2.497421 -0.1 -0.1 0.0 -0.61
O -2.225621 -1.548858 0.048815 -0.1 0.2 -0.2 -0.66
I 2.138968 1.389102 -4.954449 0.0 0.0 0.0 0.01
C 1.433127 3.017992 -3.860779 0.1 0.0 0.0 -0.36
C 1.925294 4.299409 -4.145803 0.0 0.0 0.0 -0.35
C 1.507051 5.386628 -3.429341 0.0 0.0 0.0 -0.26
I 2.288941 7.259632 -3.923152 0.0 0.0 0.0 0.05
C 0.570188 5.227047 -2.374283 0.0 0.0 0.0 1.01
C 0.089920 6.283478 -1.566887 0.0 0.0 0.0 -0.64
C -0.799199 6.032657 -0.564507 0.0 -0.1 0.0 -0.91
C -1.222088 4.707985 -0.355085 0.0 0.1 0.0 -0.47
N -0.808471 3.699153 -1.082137 0.1 -0.1 -0.1 0.39
C 0.078499 3.931449 -2.092143 0.0 -0.1 0.0 -0.44
C 0.498256 2.766203 -2.859911 0.0 0.0 0.0 0.41
O 0.032752 1.605690 -2.592994 -0.1 -0.2 0.1 -0.46
H 2.645803 4.422428 -4.942821 0.0 0.0 0.0 0.33
H 0.437072 7.290816 -1.754478 0.0 0.0 0.0 0.18
H -1.177853 6.827815 0.062152 0.0 0.0 0.0 0.40
H -1.925253 4.482015 0.440954 0.0 0.0 0.0 0.44
C -0.558493 -3.342515 -3.245518 0.0 -0.1 0.0 -0.63
C 0.154355 -2.114451 -2.641879 0.0 0.1 -0.1 0.66
N 1.146734 -2.528344 -1.652801 0.0 0.0 0.0 0.05
C 2.110096 -3.425620 -2.271829 0.0 0.0 0.0 -0.78
C 1.413708 -4.715818 -2.781514 0.0 0.0 0.0 -0.81
N -0.047525 -4.552439 -2.509788 0.0 0.0 0.0 -0.05
C -0.288701 -4.436538 -1.023449 0.0 0.0 0.0 -0.90
C 0.484606 -3.197691 -0.534224 0.0 0.0 0.0 0.50
H -0.326066 -3.496264 -4.298702 0.0 0.0 0.0 0.27
H -1.634723 -3.331046 -3.098955 0.0 0.0 0.0 0.21
H -0.591605 -1.488168 -2.157794 0.1 0.0 0.1 -0.74
H 0.643289 -1.518044 -3.412539 0.0 0.0 0.0 0.50
H 2.873611 -3.680885 -1.536911 0.0 0.0 0.0 0.47
H 2.597504 -2.905301 -3.096333 0.0 0.0 0.0 0.52
H 1.745825 -5.612549 -2.260776 0.0 0.0 0.0 0.35
H 1.531050 -4.863428 -3.853985 0.0 0.0 0.0 0.35
H -0.561227 -5.362786 -2.847964 0.0 0.0 0.0 0.32
H 0.066317 -5.368958 -0.585309 0.0 0.0 0.0 0.32
H -1.365700 -4.323719 -0.891793 0.0 0.0 0.0 0.36
H 1.242668 -3.476076 0.199671 0.0 0.0 0.0 0.53
H -0.223708 -2.504248 -0.078032 0.0 0.0 0.0 -0.42
```
Positions in Å, forces in eV/Å.

Computed properties:
Energy relative to the best compared isomer or geometry (same formula, charge and spin) (kcal per mole): 13.4
Lowest unoccupied orbital energy (eV): -0.39

---

| no. | highest occupied orbital energy (eV) | total energy (Eh) |
| --- | --- | --- |
| 1 | -4.457 | -1420.9256 |
| 2 | -7.217 | -2958.6926 |